DFT (the ωB97M-V functional and the def2-TZVPD basis) results for a structure of composition C45H95F2N6O9PtS2 at a distorted geometry.

Element x y z (Å)
H 0.83 5.75 0.78
H 0.65 4.01 0.77
H -0.45 3.54 3.18
H -1.45 -7.97 1.85
H -0.63 -3.10 -2.65
C -3.57 3.86 1.57
C -0.32 -5.34 -4.49
N -4.80 3.13 -0.45
C -4.79 4.05 0.71
H 6.42 3.06 -1.07
H -2.75 -6.58 2.84
H 0.03 -7.45 -3.95
H 2.16 7.22 3.22
Pt -1.40 -3.09 2.60
C -3.68 -5.20 -3.98
C 0.75 6.04 4.97
C 5.55 2.48 -2.97
H 3.86 1.28 0.79
H 6.99 1.64 -4.34
H 4.90 2.54 0.15
H -6.90 3.75 0.95
H 1.98 2.24 -0.91
H 1.84 -5.71 -4.57
C 4.46 3.59 -3.06
H -5.51 2.63 -3.05
S -0.64 0.07 1.50
O -1.58 1.16 1.50
N -1.22 -1.52 1.25
H 0.30 -8.27 2.02
H -2.37 -7.13 4.50
C 2.05 -5.37 3.87
H 2.65 4.39 -2.14
H 2.28 -7.03 5.30
C 6.76 2.99 -2.10
H -3.58 -6.20 -4.39
H -3.56 -5.32 -2.89
C -2.13 -6.40 3.72
H 2.93 5.62 5.30
C 1.52 -3.56 2.22
C 1.91 -5.86 1.41
C 1.33 -5.05 2.55
H 5.46 0.88 0.25
H 1.75 -4.63 4.62
H -3.95 2.54 -3.72
O -0.95 -5.01 1.58
H -0.98 -6.52 -2.87
H -4.65 6.15 0.82
C 0.27 4.66 5.51
H -3.60 -4.47 -6.30
H -2.27 -6.28 -6.29
H -2.64 3.74 1.00
H 1.11 -3.26 1.26
H 0.07 -4.30 -6.40
C -0.25 7.10 5.42
H 5.03 4.52 -3.00
H -6.14 4.44 2.40
H -2.96 5.91 -0.70
C 2.14 6.34 5.56
C -4.97 5.45 0.04
H 7.03 3.95 -2.52
H 3.14 -5.35 3.79
C -0.38 -5.22 -6.05
H 0.68 2.54 5.20
H -1.88 -5.14 -7.61
C -3.98 5.74 -1.08
H 0.15 -6.09 -6.45
N 0.78 6.02 3.48
C 6.10 2.28 -4.37
H -0.71 -5.60 0.85
H 6.42 3.23 -4.79
C 4.60 1.51 0.02
H -4.18 6.76 -1.41
H -3.97 1.67 0.56
N 4.96 1.23 -2.45
H -3.71 2.92 2.12
H 2.56 -3.27 2.40
C 1.01 3.51 4.84
H -3.46 -2.78 -2.90
H 2.90 5.56 1.63
H 0.49 4.58 6.58
H -0.12 -5.92 5.40
H 2.06 3.67 5.08
C -0.59 -7.89 2.51
H -4.33 1.33 -2.52
C 2.68 4.72 2.29
C 2.78 2.25 -1.65
H -1.26 6.72 5.31
H 2.29 1.94 -2.58
C 1.13 -5.01 -4.11
H 2.92 -5.49 1.22
H 3.43 4.75 3.10
H -2.14 2.24 -0.91
H 3.82 3.94 -0.98
H -0.09 8.00 4.83
O -4.75 1.77 -0.01
H -0.54 5.13 1.41
H 1.47 -5.68 0.43
O -1.03 -0.90 -1.21
C -0.64 -6.57 3.36
H -3.41 4.51 2.43
H -2.35 -5.37 4.02
H 1.01 -2.94 2.97
C -1.84 -5.30 -6.53
H -5.13 4.90 -2.52
H 1.44 -4.04 -4.51
C -4.48 2.39 -2.77
C -3.11 -2.77 -3.93
H 1.81 -7.57 3.80
C -2.60 -4.13 -4.38
C 0.13 -6.69 4.67
H 2.04 6.41 6.64
C -6.01 3.74 1.58
C -4.11 4.69 -2.16
H -3.43 4.84 -3.00
H -5.99 5.68 -0.26
C 0.63 3.55 3.36
S -1.90 -1.22 -0.13
H 2.83 3.69 1.96
H -1.66 -7.00 -4.43
O -0.97 -4.00 -2.62
H 3.94 -0.96 -1.26
H -5.90 2.72 1.94
O 0.77 0.21 1.35
H 7.38 2.09 -2.04
H 2.95 -0.21 -2.50
H 5.36 1.82 -5.03
H -0.05 -7.67 5.12
C 1.66 -6.71 4.47
H 3.93 3.61 -4.02
H -4.70 -4.89 -4.19
F -0.64 -0.24 3.10
H 2.64 7.18 5.06
C -3.93 3.26 -1.63
H -2.63 -3.22 -6.46
C -0.75 -6.68 -3.92
H -2.32 -2.03 -4.04
H 5.47 -0.37 -3.04
O 1.24 7.26 2.93
H 1.39 -5.18 -3.07
H -3.94 -2.50 -4.58
H -2.05 2.92 -2.60
H 2.43 -0.23 -0.78
C 0.53 4.90 1.40
C 3.40 3.62 -1.94
H -0.81 4.55 5.41
C -2.61 -4.18 -5.92
N -1.20 -4.29 -3.99
C -2.36 3.08 -1.58
O -3.24 -0.73 -0.12
C 3.27 -0.12 -1.47
H -1.94 3.93 -1.03
H 0.91 2.55 3.04
H -0.10 7.38 6.46
H -0.63 -8.65 3.30
H 1.91 -6.92 1.65
F -2.14 -2.79 -0.41
O 5.86 0.19 -2.34
N -0.16 -5.36 2.71
C 3.95 1.28 -1.36
C 1.24 4.82 2.76

The energy relative to the best compared isomer or geometry (same formula, charge and spin) is 123.2 kJ/mol. The value obtained for the HOMO energy (alpha / beta) is -9.409 / -9.409 eV. The total charge is +1. The spin multiplicity is 3. The gap between HOMO and LUMO (alpha / beta) is 6.47 / 2.71 eV. The LUMO energy (alpha / beta) comes out at -2.942 / -6.695 eV. The value obtained for the largest force on an atom is 7.28 eV/A.